{
  "formula": "C10H19N2",
  "method": "ωB97M-V/def2-TZVPD",
  "elements": ["N", "N", "C", "C", "C", "C", "C", "C", "C", "C", "C", "C", "H", "H", "H", "H", "H", "H", "H", "H", "H", "H", "H", "H", "H", "H", "H", "H", "H", "H", "H"],
  "coordinates": [[1.060, 0.931, 0.600], [0.304, -1.165, -0.461], [-1.200, -0.796, 2.335], [1.811, 1.921, -0.186], [-0.131, 0.258, 0.089], [-2.238, 0.913, 0.778], [3.151, 2.244, 0.519], [-2.073, 1.540, -0.504], [-0.458, -3.051, -1.923], [-1.271, 0.071, 1.207], [-0.929, 1.029, -0.998], [-0.781, -1.961, -0.912], [0.948, -0.921, -1.291], [-1.323, -2.218, 0.088], [0.426, -2.787, -2.562], [-2.070, -1.456, 2.258], [2.985, 3.045, 1.235], [3.399, 1.311, 1.060], [-1.480, -1.258, -1.322], [-3.166, 0.980, 1.360], [-0.214, -1.313, 2.372], [-1.177, -3.166, -2.854], [0.838, -1.690, 0.221], [1.326, 2.894, -0.314], [-0.193, -4.093, -1.577], [-2.869, 2.216, -0.996], [3.951, 2.496, -0.090], [0.977, 1.305, 1.633], [-0.354, 1.451, -1.794], [2.047, 1.546, -1.242], [-1.295, -0.273, 3.272]],
  "forces_ev_per_a": [[-0.67, 0.45, 2.04], [2.64, 2.41, -1.54], [0.56, -1.38, 1.08], [1.19, 0.31, -1.63], [-1.12, 0.44, 1.41], [-1.62, -1.36, 2.57], [-2.14, -1.74, 1.69], [-0.24, -0.23, -1.28], [0.49, -1.39, -2.70], [0.98, 3.13, -4.00], [1.22, 0.96, 0.35], [-3.28, -1.33, 1.27], [-0.86, -0.65, 1.64], [0.88, -0.52, -1.96], [-0.23, 0.23, 0.91], [0.44, -0.50, 0.38], [0.13, 0.00, 0.19], [0.31, 0.57, -0.04], [-0.42, 0.31, -0.65], [0.31, 0.27, -0.22], [-0.89, -0.09, 0.07], [0.62, 0.29, 2.49], [0.56, 0.34, 0.32], [-0.58, -0.33, -0.09], [-0.62, 1.28, 0.09], [1.82, -1.11, 0.87], [1.28, 0.53, -1.45], [-0.15, -1.28, -2.81], [-0.05, -0.03, -0.84], [-0.52, 0.14, 1.40], [-0.05, 0.28, 0.44]],
  "mulliken_charge": [-0.05, -0.11, -1.50, -0.25, 0.83, -0.56, -1.30, -0.50, -1.14, -0.20, -0.90, -0.17, 0.49, 0.23, 0.31, 0.41, 0.33, 0.33, 0.28, 0.47, 0.26, 0.31, 0.43, 0.29, 0.32, 0.42, 0.41, 0.35, 0.46, 0.30, 0.47],
  "charge": 1,
  "total_energy_ha": -501.6052,
  "smiles": "CCN[C@]1([NH2+]CC)C=CC=C1C",
  "homo_lumo_gap_ev": 8.98
}



{
  "formula": "C27H40N3O2P3W",
  "method": "ωB97M-V/def2-TZVPD",
  "elements": ["W", "P", "P", "P", "O", "O", "N", "N", "N", "C", "C", "C", "C", "C", "C", "C", "C", "C", "C", "C", "C", "C", "C", "C", "C", "C", "C", "C", "C", "C", "C", "C", "C", "C", "C", "C", "H", "H", "H", "H", "H", "H", "H", "H", "H", "H", "H", "H", "H", "H", "H", "H", "H", "H", "H", "H", "H", "H", "H", "H", "H", "H", "H", "H", "H", "H", "H", "H", "H", "H", "H", "H", "H", "H", "H", "H"],
  "coordinates": [[-0.126, 0.182, -1.061], [2.468, -0.613, -1.038], [-1.875, -1.836, -0.983], [-0.793, 2.635, -1.530], [-2.739, 0.969, 0.587], [1.646, 2.074, 0.781], [0.183, -0.675, 3.381], [0.044, -0.654, 1.153], [-0.270, 1.567, 9.806], [-0.294, -0.002, 2.274], [3.485, 0.679, -1.853], [0.108, -0.221, 4.712], [0.644, -1.847, 1.564], [2.944, -2.210, -1.774], [0.375, 3.627, -2.484], [1.005, 1.391, 0.044], [-0.736, -1.396, -4.001], [1.462, -0.387, -4.065], [0.785, -1.838, 2.915], [-2.760, -2.300, 0.550], [-2.421, 2.739, -2.310], [-0.184, 1.174, 8.707], [-1.012, -3.374, -1.418], [-3.324, -1.659, -2.080], [-0.837, 0.752, 5.049], [0.653, -1.520, -3.952], [0.958, -0.752, 5.696], [-1.783, 0.632, -0.047], [-1.031, 3.694, -0.068], [0.872, -0.274, 7.019], [-0.513, 1.009, -4.239], [-1.324, -0.129, -4.122], [-0.946, 1.202, 6.371], [3.426, -0.715, 0.526], [-0.086, 0.696, 7.356], [0.883, 0.880, -4.184], [3.247, 0.179, 1.136], [4.510, 0.296, -1.951], [-2.071, -2.733, 1.285], [2.880, -2.183, -2.865], [3.472, 1.583, -1.230], [-1.510, 1.136, 4.291], [-0.960, 1.958, -4.536], [-3.039, -1.738, -3.132], [-3.252, -1.422, 0.990], [-4.052, -2.443, -1.828], [1.378, 3.542, -2.043], [0.414, 3.294, -3.526], [-3.772, -0.672, -1.910], [3.972, -2.452, -1.464], [-1.344, -2.300, -4.099], [-3.519, -3.052, 0.279], [-2.563, 3.780, -2.635], [-1.693, 1.947, 6.636], [2.540, -0.502, -4.217], [-1.760, -4.160, -1.592], [-1.801, 3.268, 0.587], [-2.403, -0.042, -4.271], [-3.197, 2.459, -1.587], [4.492, -0.773, 0.254], [2.259, -2.984, -1.402], [-0.406, -3.222, -2.319], [3.150, -1.609, 1.095], [0.033, 4.672, -2.435], [3.082, 0.931, -2.839], [-2.487, 2.069, -3.175], [1.257, -2.534, 3.576], [1.701, -1.514, 5.440], [1.518, 1.748, -4.378], [-0.346, -3.664, -0.594], [-0.092, 3.805, 0.492], [1.110, -2.517, -3.969], [0.972, -2.617, 0.890], [-0.798, 0.941, 2.411], [-1.361, 4.675, -0.442], [1.555, -0.651, 7.793]],
  "forces_ev_per_a": [[0.16, -1.53, 0.64], [1.80, -0.01, -0.05], [-1.07, -1.38, -0.15], [-0.59, 1.41, 0.03], [5.20, -2.00, -3.33], [-3.45, -3.63, -3.94], [-0.31, 0.17, -2.82], [-0.49, -0.05, -0.81], [0.20, -0.89, -2.50], [1.20, -0.73, 1.98], [-0.53, 0.11, -0.35], [-0.12, 0.32, 1.82], [0.35, 0.22, -0.01], [-0.49, -0.27, -0.29], [0.46, -0.35, -0.38], [4.43, 4.53, 4.48], [-0.04, -0.01, -0.25], [0.02, -0.06, -0.36], [-0.66, 0.75, -0.11], [0.48, 0.52, 0.50], [-0.18, -0.50, -0.38], [-0.20, 0.83, 2.34], [0.51, 0.10, -0.24], [0.27, 0.35, -0.37], [0.03, 0.06, 0.59], [0.17, -0.22, -0.39], [-0.03, 0.27, 0.36], [-6.37, 2.32, 3.48], [0.22, -0.54, 0.44], [0.15, -0.34, -0.59], [0.18, -0.21, 0.07], [-0.07, -0.11, -0.07], [0.11, -0.14, -0.68], [-0.70, 0.11, 0.43], [0.14, -0.19, -0.30], [0.13, -0.06, -0.17], [0.24, -0.28, -0.02], [-0.24, 0.15, 0.06], [-0.17, 0.09, -0.13], [0.17, -0.10, 0.36], [0.21, -0.21, -0.09], [-0.11, 0.04, 0.25], [0.14, -0.22, 0.21], [-0.32, -0.06, 0.35], [-0.03, -0.41, -0.08], [0.23, 0.22, -0.06], [-0.21, 0.18, -0.13], [0.01, 0.35, 0.35], [-0.11, -0.24, -0.04], [-0.31, 0.15, -0.05], [0.20, 0.38, 0.17], [0.30, 0.27, 0.02], [-0.03, -0.22, 0.12], [0.16, -0.18, -0.07], [-0.43, 0.05, 0.19], [0.15, 0.13, 0.10], [0.14, 0.33, -0.11], [0.32, 0.01, 0.06], [0.11, 0.23, -0.16], [-0.38, 0.08, -0.03], [0.28, 0.02, -0.11], [-0.24, -0.28, 0.34], [0.18, 0.26, -0.13], [0.09, -0.26, 0.02], [0.39, 0.04, 0.37], [-0.18, 0.38, 0.32], [-0.03, -0.31, 0.11], [-0.23, 0.34, 0.25], [-0.16, -0.31, 0.06], [-0.28, -0.06, -0.17], [-0.34, 0.19, -0.16], [-0.26, 0.41, 0.01], [0.03, 0.08, -0.14], [0.11, 0.03, -0.37], [0.07, -0.27, 0.12], [-0.38, 0.14, -0.46]],
  "mulliken_charge": [1.21, 0.83, 0.69, 0.26, -0.32, -0.29, 0.33, 0.94, -0.33, -0.75, -1.14, 1.89, -1.89, -1.16, -1.14, 0.17, -1.11, -1.28, -0.47, -1.31, -1.29, -0.20, -1.06, -1.08, -0.25, -0.34, -0.58, 0.17, -1.06, -1.03, -1.33, -0.57, -1.06, -1.29, 0.51, -0.46, 0.39, 0.53, 0.34, 0.36, 0.40, 0.35, 1.10, 0.34, 0.45, 0.56, 0.35, 0.37, 0.34, 0.52, 0.93, 0.59, 0.53, 0.46, 0.96, 0.54, 0.35, 0.70, 0.45, 0.60, 0.29, 0.14, 0.43, 0.53, 0.23, 0.28, 0.59, 0.27, 0.72, 0.34, 0.45, 0.83, 0.77, 0.35, 0.58, 0.47],
  "charge": 4,
  "multiplicity": 3,
  "total_energy_ha": -2457.1367,
  "homo_lumo_gap_ev": [3.94, 2.46]
}



{
  "formula": "C22H42Cl2N7",
  "method": "ωB97M-V/def2-TZVPD",
  "elements": ["Cl", "Cl", "N", "N", "N", "N", "N", "N", "N", "C", "C", "C", "C", "C", "C", "C", "C", "C", "C", "C", "C", "C", "C", "C", "C", "C", "C", "C", "C", "C", "C", "H", "H", "H", "H", "H", "H", "H", "H", "H", "H", "H", "H", "H", "H", "H", "H", "H", "H", "H", "H", "H", "H", "H", "H", "H", "H", "H", "H", "H", "H", "H", "H", "H", "H", "H", "H", "H", "H", "H", "H", "H", "H"],
  "coordinates": [[-7.313, 1.109, 0.341], [-5.078, -1.437, -0.532], [-0.487, -2.544, -3.439], [1.604, 4.642, -0.810], [-3.001, 1.612, 2.777], [-1.589, 2.514, 1.391], [-2.525, 1.911, 0.645], [4.437, 0.120, 2.203], [-4.436, 0.599, 1.081], [-1.686, -1.722, -1.339], [0.805, 5.176, 0.138], [-1.447, -1.629, -2.849], [2.529, -1.490, 1.637], [-0.556, 3.211, 0.684], [-0.926, -3.929, -3.547], [2.459, 1.694, 2.573], [3.882, 1.456, 2.062], [0.872, -2.339, -2.963], [-0.248, 4.592, 0.879], [-0.873, -4.796, -2.286], [-5.490, 2.691, -1.087], [-1.854, 2.346, 2.701], [1.242, 3.354, -0.982], [3.894, -0.882, 1.298], [-5.940, 1.208, -0.826], [1.921, -3.067, -3.791], [-4.740, 0.334, -0.327], [0.258, 2.591, -0.317], [5.460, -1.540, 3.752], [4.603, -0.292, 3.589], [-3.409, 1.315, 1.509], [2.257, 2.770, 2.603], [2.374, -2.393, 1.040], [3.936, 1.756, 1.010], [1.102, -1.269, -3.019], [-2.252, -0.846, -1.004], [0.070, -4.690, -1.746], [-6.236, 0.788, -1.815], [-0.968, -5.848, -2.563], [5.643, -1.726, 4.811], [3.637, -0.455, 4.089], [-5.084, 0.195, 1.755], [1.709, -0.809, 1.400], [-0.324, -4.417, -4.317], [-1.117, -0.607, -3.078], [-3.881, 0.542, -0.996], [-0.824, 5.195, 1.601], [-4.412, 2.762, -1.360], [-1.944, -3.953, -3.948], [-2.458, 1.964, -0.365], [6.427, -1.420, 3.261], [-0.754, -1.740, -0.771], [2.309, 1.308, 3.582], [4.548, 2.152, 2.583], [2.449, -1.779, 2.686], [4.617, -1.699, 1.223], [1.713, 1.251, 1.911], [3.854, -0.466, 0.286], [1.844, -4.151, -3.686], [5.102, 0.515, 4.133], [0.987, -2.627, -1.907], [-5.654, 3.330, -0.191], [1.018, 6.245, 0.361], [-2.406, -1.732, -3.366], [1.834, -2.812, -4.848], [1.815, 2.821, -1.772], [-1.247, 2.758, 3.516], [2.920, -2.779, -3.458], [0.115, 1.523, -0.566], [-6.092, 3.136, -1.906], [4.971, -2.428, 3.346], [-2.276, -2.597, -1.075], [-1.691, -4.573, -1.602]],
  "forces_ev_per_a": [[0.54, 0.02, -0.67], [0.01, 0.90, 0.20], [-0.26, 0.26, 0.00], [-2.45, -1.53, 1.63], [0.44, 0.07, 0.14], [1.97, 1.36, 0.27], [-1.05, -0.89, 0.38], [-0.07, 0.29, -0.20], [-0.29, -0.43, -0.16], [-0.02, 0.02, 0.10], [0.24, 1.78, 0.56], [0.02, 0.20, -0.13], [-0.11, -0.09, -0.13], [2.52, 1.72, -1.37], [0.16, -0.30, -0.17], [-0.24, 0.22, -0.02], [0.22, 0.12, 0.02], [0.11, -0.12, -0.06], [-0.42, -1.29, 0.11], [-0.10, -0.10, 0.03], [-0.31, 0.06, 0.56], [-2.33, -1.27, -1.87], [0.85, -1.11, -1.30], [0.14, -0.28, -0.01], [0.77, 0.16, -0.76], [0.02, -0.08, 0.00], [-0.66, 0.09, -0.08], [-0.98, 0.26, 0.90], [-0.04, -0.08, -0.03], [0.10, -0.16, 0.04], [1.86, 1.23, 0.17], [0.04, 0.00, 0.00], [0.02, 0.02, 0.02], [-0.01, -0.16, -0.01], [-0.22, 0.03, 0.03], [0.02, 0.00, 0.01], [-0.02, 0.02, -0.03], [-0.12, 0.10, 0.93], [0.00, 0.04, 0.00], [-0.04, 0.02, -0.04], [-0.02, -0.03, 0.10], [0.26, 0.26, -0.07], [-0.03, 0.00, 0.10], [0.07, 0.11, 0.04], [0.15, -0.06, -0.03], [-0.39, -0.13, 0.60], [0.49, -0.29, -0.50], [-0.76, -0.15, -0.01], [0.02, 0.22, 0.06], [-0.07, -0.04, 0.27], [-0.07, 0.02, -0.04], [0.01, -0.04, -0.04], [0.03, -0.04, -0.04], [0.01, -0.12, 0.07], [0.02, 0.04, -0.02], [0.00, 0.04, 0.11], [-0.01, -0.10, 0.06], [0.03, 0.19, 0.11], [0.00, 0.03, -0.03], [-0.12, 0.14, -0.16], [0.09, 0.00, 0.06], [0.16, -0.51, -0.50], [-0.23, -0.80, -0.16], [0.07, -0.16, -0.01], [-0.07, -0.02, 0.05], [-0.41, 0.34, 0.66], [-0.39, -0.33, -0.50], [-0.05, -0.01, 0.02], [0.27, 0.70, 0.07], [0.41, -0.36, 0.49], [0.04, 0.01, 0.00], [0.07, 0.02, 0.07], [0.07, 0.01, 0.07]],
  "mulliken_charge": [-0.16, -0.12, 0.14, -0.52, -0.64, 0.16, 0.11, 0.20, 0.14, 0.43, -0.36, -0.88, -0.64, 0.22, -0.69, -0.38, -1.00, -0.14, -0.49, -0.90, -1.09, -0.12, -0.43, -0.81, 0.21, -1.52, -0.33, -0.12, -1.45, -0.30, 0.31, 0.38, 0.35, 0.37, 0.34, -0.65, 0.22, 0.41, 0.38, 0.43, 0.25, 0.32, -0.02, 0.40, 0.39, 0.04, 0.40, 0.23, 0.34, 0.33, 0.34, 0.12, 0.36, 0.38, 0.28, 0.35, -0.20, 0.34, 0.31, 0.46, 0.20, 0.30, 0.37, 0.31, 0.35, 0.37, 0.39, 0.44, 0.62, 0.37, 0.30, 0.24, 0.27],
  "charge": 1,
  "total_energy_ha": -2166.8495,
  "homo_lumo_gap_ev": 6.46
}



{
  "formula": "C4H7NO",
  "method": "ωB97M-V/def2-TZVPD",
  "elements": ["O", "N", "C", "C", "C", "C", "H", "H", "H", "H", "H", "H", "H"],
  "coordinates": [[-1.601, -1.442, 0.748], [0.617, 0.660, -0.719], [0.007, -0.667, -0.814], [-1.425, -0.750, -0.343], [-0.215, 1.536, 0.119], [1.230, -0.448, 0.006], [1.200, -0.430, 1.096], [2.187, -0.776, -0.398], [-1.201, 1.074, 0.315], [-0.428, 2.458, -0.423], [0.285, 1.769, 1.065], [-0.776, -1.816, 1.125], [0.122, -1.169, -1.776]],
  "forces_ev_per_a": [[0.18, -0.09, -0.15], [-0.12, 0.02, -0.06], [-0.17, -0.23, -0.14], [0.05, -0.43, -0.04], [-0.09, 0.17, 0.07], [0.12, -0.09, 0.24], [-0.18, 0.00, -0.11], [-0.19, 0.03, 0.09], [0.30, 0.40, 0.19], [0.11, -0.01, 0.06], [-0.06, 0.06, -0.15], [0.08, 0.09, -0.06], [-0.04, 0.09, 0.06]],
  "mulliken_charge": [-0.22, -0.33, 0.13, -0.61, -0.67, -0.37, 0.28, 0.27, 0.31, 0.29, 0.28, 0.31, 0.33],
  "total_energy_ha": -286.4462,
  "homo_lumo_gap_ev": 9.36
}